The following is a DFT calculation (ωB97M-V with the def2-TZVPD basis set) of a structure of composition C43H49AsMoN4O2PS5.

Last column: Löwdin charge in e.
Geometry (Å):
Mo: -0.858 0.929 -1.756  0.658
As: -0.213 2.946 -3.338  0.974
S: 0.684 1.707 1.161  0.783
S: -3.194 1.118 -1.742  0.280
S: 1.512 -0.869 2.018  0.896
S: -1.423 -0.221 -3.945  0.302
S: 0.367 -1.931 -0.327  0.794
P: -3.299 0.342 -3.644  -0.058
O: -3.782 1.386 -4.712  -0.322
O: -4.407 -0.776 -3.726  -0.302
N: 0.202 1.786 -0.219  -0.442
N: 1.804 0.567 1.523  -0.352
N: -0.313 -0.907 -1.114  -0.459
N: 0.485 -1.783 1.298  -0.350
C: -1.773 0.910 1.976  -0.077
C: 0.183 -0.877 6.323  -0.039
C: 1.580 3.157 1.646  -0.328
C: -1.218 -5.567 0.490  -0.049
C: 0.961 -0.911 3.696  -0.329
C: -0.210 2.707 -5.253  -0.298
C: 2.619 -1.304 -1.700  -0.063
C: -2.807 0.766 2.889  -0.048
C: -5.625 -2.182 -2.194  -0.058
C: 1.797 -0.317 4.636  -0.059
C: 1.655 5.544 1.566  -0.045
C: -5.159 1.883 -4.713  -0.248
C: 4.213 -0.962 1.503  -0.054
C: -0.450 2.040 3.668  -0.055
C: -1.809 -5.864 -0.731  -0.044
C: -1.426 4.445 -3.109  -0.274
C: 5.561 -2.841 2.168  -0.040
C: 4.551 -2.725 -1.855  -0.049
C: -0.253 -1.484 4.036  -0.056
C: 2.641 -3.468 -0.599  -0.056
C: -5.219 3.059 -5.652  -0.059
C: 1.033 4.358 1.212  -0.068
C: -1.489 1.885 4.571  -0.050
C: 2.730 3.115 2.420  -0.067
C: -0.489 -3.478 -0.399  -0.315
C: 1.398 -0.304 5.959  -0.040
C: -0.638 -1.460 5.369  -0.045
C: 2.009 -2.273 -0.920  -0.312
C: 2.810 5.517 2.338  -0.043
C: -0.547 -4.366 0.665  -0.071
C: 3.347 4.310 2.762  -0.048
C: -1.741 -4.963 -1.786  -0.047
C: 4.452 -3.462 2.733  -0.042
C: 3.217 -2.840 2.688  -0.060
C: 1.515 3.746 -2.975  -0.283
C: 3.123 -1.595 2.074  -0.327
C: 3.923 -3.688 -1.074  -0.048
C: 3.904 -1.537 -2.167  -0.050
C: 5.443 -1.603 1.554  -0.044
C: -1.082 -3.755 -1.626  -0.061
C: -4.314 -1.978 -2.909  -0.278
C: -2.664 1.254 4.181  -0.050
C: -0.608 1.546 2.379  -0.313
H: 6.310 -1.128 1.115  0.121
H: -1.874 0.545 0.961  0.059
H: -0.121 -0.870 7.361  0.121
H: 4.551 -4.424 3.216  0.121
H: -5.822 -1.358 -1.508  0.080
H: 4.250 4.296 3.357  0.117
H: 2.137 -4.219 -0.005  0.118
H: -6.446 -2.249 -2.906  0.088
H: -2.418 4.136 -3.435  0.015
H: -1.089 5.292 -3.705  0.042
H: 2.037 0.143 6.709  0.121
H: 2.745 0.115 4.340  0.121
H: -1.582 -1.902 5.659  0.122
H: -1.031 -3.030 -2.430  0.093
H: -5.421 2.166 -3.692  0.111
H: -1.280 -6.270 1.309  0.117
H: -4.089 -2.795 -3.594  0.125
H: -3.483 -1.874 -2.206  0.079
H: -3.726 0.284 2.585  0.118
H: -1.386 2.272 5.576  0.121
H: -5.803 1.068 -5.035  0.121
H: 0.100 3.637 -5.730  0.043
H: -4.881 2.772 -6.647  0.088
H: -2.200 -5.202 -2.736  0.117
H: -0.877 -1.932 3.276  0.111
H: 2.345 -3.307 3.130  0.124
H: -3.477 1.151 4.887  0.119
H: 5.548 -2.909 -2.234  0.119
H: 1.241 6.487 1.239  0.118
H: 6.526 -3.328 2.211  0.120
H: 4.394 -0.797 -2.786  0.116
H: 3.141 2.167 2.735  0.095
H: 3.296 6.445 2.610  0.119
H: 1.545 4.063 -1.934  0.009
H: -5.587 -3.110 -1.622  0.085
H: 0.474 1.905 -5.524  0.030
H: -2.326 -6.805 -0.861  0.118
H: 2.297 3.006 -3.138  0.029
H: 4.099 0.003 1.032  0.112
H: 2.085 -0.394 -1.945  0.091
H: -1.213 2.435 -5.577  0.014
H: 0.136 4.355 0.606  0.109
H: 0.460 2.546 3.962  0.119
H: -0.086 -4.119 1.611  0.099
H: -4.602 3.882 -5.293  0.075
H: 4.428 -4.617 -0.845  0.121
H: -6.249 3.408 -5.726  0.090
H: -1.472 4.729 -2.059  0.026
H: 1.680 4.601 -3.630  0.040

Forces on atoms 1 to 3 (eV/Å):
Mo 0.0 -0.4 -0.1
As 0.0 -0.1 0.2
S 0.0 0.0 0.0

Highest occupied orbital energy (spin up / spin down), eV: -11.8 / -11.5
⟨S²⟩: 0.7597
ΔE to the lowest compared entry with this formula, charge and spin, kJ/mol: 102.0
Kohn-Sham gap (spin up / spin down), eV: 7.00 / 6.96
Spin multiplicity: 2
Net charge: +2
E, eV: -181585.3717

The following is a DFT calculation (ωB97M-V with the def2-TZVPD basis set) of an isolated molecule of C3H8N2S2.

Last column: Löwdin charge in e.
Geometry (Å):
S: -0.314 -0.025 2.136  0.620
S: 0.346 -0.941 -1.982  0.859
N: -0.511 1.144 -0.271  -0.108
N: 0.403 -0.934 -0.269  -0.538
C: 0.875 -2.173 0.280  -0.191
C: -1.050 2.314 0.319  -0.141
C: -0.125 0.092 0.464  -0.884
H: 0.449 -3.048 -0.262  0.079
H: 1.635 -0.696 -2.215  -0.116
H: -0.582 0.999 -1.267  0.050
H: 0.517 -2.287 1.315  0.032
H: -1.239 3.069 -0.453  0.088
H: -0.371 2.676 1.101  0.073
H: 1.978 -2.278 0.272  0.092
H: -2.010 2.088 0.834  0.084

Forces on atoms 1 to 3 (eV/Å):
S 0.2 0.4 -0.6
S -0.2 -0.1 0.2
N 0.2 -0.5 -0.1

Highest occupied orbital energy, eV: -8.2
ΔE to the lowest compared entry with this formula, charge and spin, kJ/mol: 67.9
Kohn-Sham gap, eV: 8.62
Net charge: 0
E, eV: -27890.9925

The following is a DFT calculation (ωB97M-V with the def2-TZVPD basis set) of the ion C7H10N5O with charge +1.

Last column: Löwdin charge in e.
Geometry (Å):
O: -0.553 1.034 -1.923  0.193
N: -0.994 2.974 5.086  0.129
N: -0.102 -0.671 2.137  0.120
N: 0.430 -1.021 -2.274  -0.113
N: -0.834 2.225 3.990  0.072
N: -0.592 0.934 0.612  0.145
C: -0.715 1.521 3.018  0.234
C: -0.449 0.600 1.914  -0.362
C: 0.568 -2.350 -1.807  -0.024
C: -0.216 -0.231 -0.019  -0.194
C: -0.121 -0.071 -1.443  -0.217
C: 0.994 -0.648 -3.539  -0.005
C: 0.089 -1.171 0.955  -0.113
H: 0.565 0.298 -3.827  0.094
H: -0.965 1.535 -1.222  0.118
H: 1.296 -2.137 -1.004  0.105
H: -0.337 -2.774 -1.299  0.126
H: -0.258 3.763 5.230  0.192
H: 0.833 -3.038 -2.522  0.081
H: -1.882 3.314 5.026  0.079
H: 0.882 -1.340 -4.349  0.098
H: 2.083 -0.492 -3.457  0.118
H: 0.278 -2.253 0.715  0.125

Forces on atoms 1 to 3 (eV/Å):
O 0.5 0.1 -2.1
N 3.9 0.2 -0.1
N 0.4 -0.2 1.9

Highest occupied orbital energy, eV: -12.7
ΔE to the lowest compared entry with this formula, charge and spin, kJ/mol: 397.8
Kohn-Sham gap, eV: 8.60
Net charge: +1
E, eV: -16909.2687

The following is a DFT calculation (ωB97M-V with the def2-TZVPD basis set) of a structure of composition C10H14O8PPtS4.

Last column: Löwdin charge in e.
Geometry (Å):
Pt: -0.241 -0.852 -0.433  0.804
S: -1.429 0.106 2.266  0.485
S: -2.062 0.874 -1.128  0.456
S: 2.124 -0.656 -1.086  0.373
S: -0.481 -3.152 -0.772  0.287
P: 1.756 -2.463 -2.158  0.445
O: -1.626 -0.486 3.562  -0.296
O: -1.653 1.513 2.186  -0.271
O: 3.180 -2.702 -2.899  -0.328
O: -3.054 1.753 -1.651  -0.232
O: -0.976 1.425 -0.342  -0.337
O: -0.162 -0.430 1.671  -0.474
O: 0.846 -2.053 -3.376  -0.402
O: -1.458 -0.037 -2.163  -0.417
C: 2.100 -1.262 -5.335  -0.068
C: -3.373 -1.744 1.813  -0.044
C: -2.920 -0.396 -0.124  -0.299
C: -4.269 -2.500 1.074  -0.046
C: -3.844 -1.132 -0.858  -0.060
C: -4.504 -2.192 -0.258  -0.054
C: -2.694 -0.706 1.197  -0.249
C: 1.047 -0.954 -4.287  -0.266
C: 4.068 -4.284 -1.276  -0.080
C: 4.322 -3.057 -2.134  -0.303
H: 4.614 -2.208 -1.508  0.101
H: -4.768 -3.335 1.542  0.111
H: 3.094 -1.260 -4.898  0.065
H: -4.007 -0.865 -1.890  0.121
H: 2.056 -0.514 -6.123  0.084
H: 3.722 -5.105 -1.898  0.086
H: -3.162 -1.930 2.856  0.113
H: 5.108 -3.256 -2.865  0.128
H: 4.982 -4.579 -0.769  0.087
H: 3.304 -4.059 -0.534  0.062
H: 0.065 -0.815 -4.746  0.128
H: 1.909 -2.240 -5.769  0.085
H: 1.302 -0.054 -3.719  0.094
H: -5.196 -2.783 -0.837  0.110

Forces on atoms 1 to 3 (eV/Å):
Pt -0.4 0.3 0.3
S -2.1 -0.4 0.8
S -2.3 -0.7 -0.9

Highest occupied orbital energy (spin up / spin down), eV: -9.2 / -9.6
⟨S²⟩: 0.7905
ΔE to the lowest compared entry with this formula, charge and spin, kJ/mol: 357.0
Kohn-Sham gap (spin up / spin down), eV: 5.67 / 5.89
Spin multiplicity: 2
Net charge: 0
E, eV: -82850.0152

The following is a DFT calculation (ωB97M-V with the def2-TZVPD basis set) of an isolated molecule of C5H7N3.

Last column: Löwdin charge in e.
Geometry (Å):
N: 1.326 -0.494 -0.313  -0.052
N: -3.038 1.627 -0.019  0.109
N: -1.058 -0.634 -0.743  -0.021
C: -2.241 -1.010 -0.118  -0.248
C: 1.917 0.761 -0.806  -0.138
C: 2.069 0.377 0.632  -0.164
C: -2.686 0.502 -0.024  -0.199
C: -0.014 -0.597 0.098  -0.174
H: -2.768 -1.787 -0.763  0.135
H: -2.274 -1.392 0.915  0.095
H: 3.176 0.034 0.994  0.147
H: 1.505 0.808 1.486  0.102
H: 2.941 0.780 -1.337  0.123
H: 1.464 1.661 -1.259  0.114
H: -0.320 -0.637 1.260  0.170

Forces on atoms 1 to 3 (eV/Å):
N -0.1 0.7 1.2
N 1.3 -3.1 0.1
N 6.9 -1.4 1.7

Highest occupied orbital energy, eV: -9.4
ΔE to the lowest compared entry with this formula, charge and spin, kJ/mol: 500.0
Kohn-Sham gap, eV: 10.00
Net charge: 0
E, eV: -9764.2056

The following is a DFT calculation (ωB97M-V with the def2-TZVPD basis set) of a cluster of 2 separate species, C2H4Br3PS in total.

Last column: Löwdin charge in e.
Geometry (Å):
Br: 2.610 -1.426 1.047  0.571
Br: -2.304 0.148 1.742  0.646
Br: 0.954 1.623 1.696  0.261
S: 1.327 1.669 -1.783  0.139
P: 0.580 0.716 -0.276  -0.105
C: -1.915 0.443 -0.019  -0.679
C: 1.119 -1.092 -0.137  -0.870
H: -2.338 1.242 -0.570  -0.002
H: 0.155 -1.628 0.000  0.023
H: -1.878 -0.499 -0.504  -0.041
H: 1.690 -1.195 -1.196  0.057

Forces on atoms 1 to 3 (eV/Å):
Br -0.6 -0.2 0.2
Br -0.4 0.3 1.0
Br 0.0 0.0 -0.1

Highest occupied orbital energy, eV: -8.7
ΔE to the lowest compared entry with this formula, charge and spin, kJ/mol: 177.1
Kohn-Sham gap, eV: 7.83
Net charge: 0
E, eV: -232389.2409